{"formula": "C68H145BaN7O15", "method": "ωB97M-V/def2-TZVPD", "elements": ["Ba", "C", "C", "C", "N", "C", "C", "C", "C", "C", "C", "H", "H", "H", "H", "H", "H", "H", "H", "H", "H", "H", "H", "H", "H", "H", "H", "H", "H", "H", "H", "C", "C", "C", "N", "C", "C", "C", "C", "C", "C", "H", "H", "H", "H", "H", "H", "H", "H", "H", "H", "H", "H", "H", "H", "H", "H", "H", "H", "H", "H", "C", "C", "C", "N", "C", "C", "C", "C", "C", "C", "H", "H", "H", "H", "H", "H", "H", "H", "H", "H", "H", "H", "H", "H", "H", "H", "H", "H", "H", "H", "C", "C", "C", "N", "C", "C", "C", "C", "C", "C", "H", "H", "H", "H", "H", "H", "H", "H", "H", "H", "H", "H", "H", "H", "H", "H", "H", "H", "H", "H", "C", "C", "C", "N", "C", "C", "C", "C", "C", "C", "H", "H", "H", "H", "H", "H", "H", "H", "H", "H", "H", "H", "H", "H", "H", "H", "H", "H", "H", "H", "C", "C", "C", "N", "C", "C", "C", "C", "C", "C", "H", "H", "H", "H", "H", "H", "H", "H", "H", "H", "H", "H", "H", "H", "H", "H", "H", "H", "H", "H", "C", "C", "C", "N", "C", "C", "C", "C", "C", "C", "H", "H", "H", "H", "H", "H", "H", "H", "H", "H", "H", "H", "H", "H", "H", "H", "H", "H", "H", "H", "O", "C", "O", "O", "H", "O", "C", "O", "O", "H", "O", "C", "O", "O", "H", "O", "C", "O", "O", "H", "O", "C", "O", "O", "H"], "coordinates": [[-20.4288, -9.1211, -11.7492], [-24.6825, -6.8748, -15.4963], [-23.4121, -6.1602, -15.2318], [-22.2222, -6.6079, -16.1297], [-21.1314, -5.5016, -16.0607], [-21.5454, -4.1370, -16.7575], [-21.6970, -4.3413, -18.2780], [-20.4224, -4.7928, -18.8731], [-19.9083, -6.1759, -18.2892], [-19.8576, -6.0825, -16.7149], [-20.6527, -5.1849, -14.6050], [-24.4877, -7.8055, -16.0292], [-25.2377, -6.3244, -16.2559], [-25.3251, -6.8874, -14.6160], [-23.2515, -6.2736, -14.1597], [-23.5671, -5.0859, -15.3315], [-22.5471, -6.6391, -17.1696], [-21.6847, -7.5438, -15.9768], [-22.4221, -3.7887, -16.2115], [-20.7961, -3.4270, -16.4074], [-22.5353, -4.9791, -18.5583], [-21.9861, -3.3699, -18.6790], [-20.4053, -4.8498, -19.9615], [-19.7367, -3.9716, -18.6646], [-20.6213, -6.9551, -18.5586], [-18.9289, -6.4979, -18.6429], [-19.6087, -7.0383, -16.2538], [-19.0075, -5.4472, -16.4664], [-21.4005, -4.7054, -13.9733], [-19.7431, -4.5900, -14.6873], [-20.3767, -6.1579, -14.1987], [-16.2022, -5.4016, -14.7451], [-15.7760, -6.8943, -14.5965], [-15.3503, -7.2947, -13.1412], [-14.8410, -8.7490, -12.8777], [-14.5072, -8.7530, -11.3508], [-13.8563, -10.0997, -10.9515], [-12.6237, -10.3243, -11.8835], [-12.8275, -10.2743, -13.4405], [-13.6097, -9.0782, -13.8358], [-15.8942, -9.7668, -13.2596], [-16.1835, -5.1871, -15.8136], [-15.5118, -4.6399, -14.3826], [-17.1829, -5.2735, -14.2868], [-14.9957, -6.9938, -15.3510], [-16.6254, -7.5053, -14.9023], [-16.1684, -7.1818, -12.4298], [-14.5550, -6.5733, -12.9536], [-13.7196, -8.0290, -11.1419], [-15.3404, -8.5642, -10.6739], [-13.5076, -10.0617, -9.9195], [-14.6907, -10.7975, -11.0217], [-11.9135, -9.5245, -11.6737], [-12.0166, -11.1848, -11.6024], [-11.8487, -10.3949, -13.9046], [-13.2607, -11.2105, -13.7927], [-12.9428, -8.2361, -13.6505], [-13.9909, -9.0300, -14.8558], [-15.7810, -10.7754, -12.8620], [-15.9630, -9.7809, -14.3473], [-16.8209, -9.3671, -12.8479], [-17.1903, -8.1554, -4.9618], [-17.2453, -7.6740, -6.4165], [-17.2003, -6.1276, -6.6343], [-17.5113, -5.5826, -8.0910], [-17.5619, -4.0915, -7.8726], [-17.7783, -3.3162, -9.2021], [-16.5571, -3.6491, -10.1758], [-16.4007, -5.1517, -10.3558], [-16.2799, -5.9050, -8.9853], [-18.8908, -6.1107, -8.6175], [-16.1790, -8.3807, -4.6230], [-17.7836, -9.0615, -4.8388], [-17.5424, -7.3544, -4.3118], [-18.1198, -8.1430, -6.8674], [-16.4340, -8.0540, -7.0373], [-16.2158, -5.7299, -6.3882], [-17.8957, -5.5983, -5.9830], [-16.6827, -3.7796, -7.3088], [-18.4200, -3.9897, -7.2082], [-17.7061, -2.2607, -8.9397], [-18.8027, -3.5015, -9.5251], [-15.5658, -3.3712, -9.8177], [-16.8210, -3.0120, -11.0199], [-15.6109, -5.2695, -11.0978], [-17.2866, -5.5792, -10.8253], [-15.3719, -5.6654, -8.4320], [-16.4013, -6.9831, -9.0913], [-19.1302, -5.5680, -9.5320], [-19.5604, -5.9463, -7.7733], [-18.7849, -7.1644, -8.8755], [-22.2652, -15.7510, -14.3808], [-22.5171, -15.0129, -15.7297], [-22.6808, -13.4964, -15.5338], [-22.5958, -12.6348, -16.8471], [-23.2941, -11.3098, -16.5252], [-23.0797, -10.2016, -17.4817], [-21.6243, -9.9747, -17.9467], [-20.9236, -11.2965, -18.2456], [-21.0795, -12.2999, -17.0885], [-23.2964, -13.3109, -18.0453], [-22.8810, -15.3065, -13.5990], [-21.2119, -15.7292, -14.1011], [-22.6372, -16.7707, -14.4809], [-23.3402, -15.4854, -16.2657], [-21.6839, -15.1751, -16.4134], [-21.8880, -13.1472, -14.8721], [-23.5928, -13.2581, -14.9864], [-22.9936, -10.9109, -15.5563], [-24.3541, -11.5265, -16.3929], [-23.6953, -9.3717, -17.1348], [-23.6692, -10.5113, -18.3446], [-21.0193, -9.4515, -17.2062], [-21.6603, -9.3050, -18.8060], [-19.8623, -11.0853, -18.3768], [-21.2089, -11.6680, -19.2298], [-20.7407, -11.8651, -16.1481], [-20.6114, -13.2774, -17.2047], [-22.7336, -14.1843, -18.3748], [-23.4900, -12.5718, -18.8227], [-24.3122, -13.6888, -17.9290], [-15.3376, -13.7053, -12.4081], [-16.1899, -14.0901, -11.1974], [-17.4469, -14.8855, -11.6037], [-18.7098, -14.8372, -10.6259], [-19.7067, -15.8975, -11.2336], [-21.1543, -15.6949, -10.6348], [-21.6873, -14.2489, -10.5676], [-20.5987, -13.3337, -9.9854], [-19.2552, -13.3836, -10.6157], [-18.3257, -15.2795, -9.2536], [-15.8552, -13.1516, -13.1914], [-14.9328, -14.5315, -12.9926], [-14.5213, -13.0755, -12.0545], [-16.4952, -13.2378, -10.5904], [-15.5480, -14.7445, -10.6077], [-17.2075, -15.9412, -11.7315], [-17.7514, -14.4844, -12.5704], [-19.7354, -15.6655, -12.2982], [-19.2468, -16.8451, -10.9531], [-21.8686, -16.2941, -11.1995], [-21.1677, -16.1723, -9.6549], [-21.8540, -13.7989, -11.5463], [-22.6367, -14.1734, -10.0375], [-20.8893, -12.2832, -9.9838], [-20.5169, -13.4917, -8.9100], [-19.3668, -13.0213, -11.6376], [-18.4946, -12.7841, -10.1156], [-19.2309, -15.4886, -8.6835], [-17.9598, -14.3856, -8.7484], [-17.5635, -16.0500, -9.3693], [-24.0990, -11.7508, -8.5816], [-24.1724, -12.5586, -7.2740], [-23.6115, -14.0040, -7.3178], [-23.5455, -14.7028, -5.9563], [-22.6097, -15.9228, -6.1681], [-23.2363, -17.1041, -7.0350], [-24.5968, -17.4625, -6.4669], [-25.5881, -16.3283, -6.2584], [-24.9280, -15.1944, -5.4274], [-22.9354, -13.7663, -4.8877], [-24.5607, -10.7683, -8.4835], [-24.6408, -12.2562, -9.3810], [-23.0765, -11.5828, -8.9196], [-25.2404, -12.7139, -7.1211], [-23.7829, -11.9934, -6.4273], [-22.5622, -13.8875, -7.5888], [-24.0637, -14.6754, -8.0477], [-21.6394, -15.5693, -6.5167], [-22.4174, -16.4128, -5.2136], [-23.3366, -16.7865, -8.0729], [-22.6311, -18.0040, -7.1446], [-25.1022, -18.2361, -7.0451], [-24.4145, -17.9745, -5.5221], [-25.8612, -16.0062, -7.2633], [-26.5234, -16.6979, -5.8381], [-25.5707, -14.3141, -5.4303], [-24.7277, -15.4383, -4.3841], [-22.4161, -14.4662, -4.2331], [-23.7596, -13.2215, -4.4273], [-22.2261, -13.1510, -5.4414], [-27.6334, -11.8425, -11.9410], [-27.2548, -10.6285, -11.0337], [-26.6945, -9.4879, -11.9184], [-26.2997, -8.1280, -11.1665], [-25.6963, -7.1252, -12.1527], [-25.3799, -5.6794, -11.7265], [-26.6820, -5.0881, -11.1317], [-27.4563, -5.9795, -10.1277], [-27.6253, -7.4087, -10.7187], [-25.3497, -8.3159, -9.9893], [-28.4540, -11.4600, -12.5479], [-27.9987, -12.7037, -11.3816], [-26.8585, -12.2776, -12.5722], [-26.5042, -10.9040, -10.2929], [-28.1937, -10.3235, -10.5716], [-27.4566, -9.2758, -12.6683], [-25.8290, -9.8596, -12.4668], [-26.4015, -7.1390, -12.9837], [-24.7818, -7.5264, -12.5896], [-25.1133, -4.9766, -12.5158], [-24.6114, -5.6557, -10.9538], [-27.4155, -4.8172, -11.8911], [-26.4275, -4.1418, -10.6543], [-28.3449, -5.4432, -9.7950], [-26.8664, -6.1254, -9.2228], [-28.1786, -7.1943, -11.6330], [-28.2496, -8.1137, -10.1697], [-24.4457, -8.8318, -10.3128], [-25.8813, -8.8410, -9.1957], [-25.1585, -7.3162, -9.5995], [-22.5116, -5.5200, -9.7892], [-21.7713, -6.4679, -10.3110], [-20.9914, -6.3418, -11.2639], [-21.9018, -7.6055, -9.8692], [-22.1625, -4.9293, -10.4606], [-23.9805, -11.6572, -12.8925], [-22.9317, -10.8134, -12.5812], [-22.9326, -9.5926, -12.8885], [-21.9815, -11.2996, -11.9861], [-23.5601, -12.4680, -12.5968], [-19.4423, -13.7459, -14.3883], [-18.3439, -13.7526, -15.1423], [-17.8486, -12.7091, -15.5756], [-17.8158, -14.8341, -15.4376], [-19.3139, -12.7952, -14.4234], [-16.9868, -10.1194, -8.9574], [-18.0163, -9.7332, -9.7378], [-19.1869, -10.0413, -9.4180], [-17.8501, -9.0356, -10.7132], [-17.3620, -10.8480, -8.4575], [-18.4932, -9.9780, -15.8446], [-19.1609, -9.7443, -14.7239], [-19.2281, -10.5270, -13.7907], [-19.6866, -8.6675, -14.4596], [-18.0577, -10.8146, -15.6652]], "forces_ev_per_a": [[0.0, 0.4, -0.2], [-1.1, 0.2, -1.7], [1.3, 0.0, 0.8], [0.0, 2.0, 0.4], [1.2, 0.5, 0.2], [-0.1, -1.8, 0.7], [-1.1, 0.8, 0.9], [2.1, -1.1, -0.3], [-1.3, 1.3, 1.4], [0.3, 0.3, -1.5], [-0.3, -1.1, -1.0], [-0.3, -0.5, 0.9], [-0.3, 0.1, -0.1], [0.2, -0.6, -0.4], [0.9, -0.2, 0.0], [0.1, 0.0, -0.3], [-0.1, 0.2, 0.0], [-0.3, 0.0, 0.8], [-0.3, -0.3, -0.4], [0.5, -0.1, -0.7], [-0.1, -0.2, 0.4], [0.1, 0.1, -0.1], [-0.5, -0.1, 0.0], [0.6, -0.2, 0.1], [0.0, -0.1, -0.2], [0.0, 0.3, 0.0], [-0.5, -0.2, 0.2], [-0.3, 0.4, 0.1], [-0.1, 0.0, -0.4], [-0.3, 0.1, -0.1], [-0.1, 0.0, 0.2], [0.2, -0.7, 0.1], [-0.2, 0.0, 0.4], [0.1, -0.1, -1.5], [0.6, 0.1, -0.3], [1.6, -1.2, 0.0], [-0.1, 0.6, -1.6], [0.2, 0.1, -0.3], [-0.5, -2.3, 1.5], [0.1, 2.0, 1.3], [-1.0, 1.1, 0.4], [-0.7, -0.1, -0.1], [0.2, -0.3, 0.6], [0.0, 0.4, -0.2], [0.3, -0.6, 0.4], [0.0, -0.1, -0.2], [0.0, 0.1, -0.1], [0.3, -0.5, 0.7], [-0.2, 0.5, -0.6], [-0.6, 0.1, -0.9], [-0.2, 0.1, 0.0], [0.5, -0.7, 0.0], [-0.1, 0.4, 0.2], [-0.5, -0.4, -0.1], [0.1, 1.0, -0.1], [-0.7, -0.1, 0.2], [-0.1, 0.4, -0.3], [0.0, -0.2, 0.2], [0.6, 0.3, 0.0], [0.0, -0.1, 0.1], [-0.2, -0.3, -0.1], [0.5, 0.6, -0.1], [0.1, 0.4, -1.3], [-0.6, -0.6, -0.3], [1.1, -0.4, 0.9], [-1.3, 0.2, -0.6], [2.3, -0.5, 1.6], [-1.9, 0.2, 1.0], [-1.2, -0.2, -0.1], [-1.3, 0.1, -0.8], [2.0, 0.3, 0.4], [0.0, 0.0, -0.1], [-0.1, 0.2, 0.1], [-0.3, -0.2, 0.2], [-0.3, 0.5, -0.1], [0.2, -0.4, 0.3], [0.1, -0.1, -0.1], [-0.2, -0.2, -0.1], [0.1, -0.1, -0.3], [0.0, 0.4, 0.0], [-0.2, 0.0, 0.0], [0.4, -0.1, -0.7], [-0.3, 0.9, 0.5], [0.6, -0.7, -0.7], [0.4, -0.7, 0.6], [-0.2, 0.0, -0.2], [-0.2, 0.1, 0.1], [0.5, 0.0, -0.4], [-0.2, 0.0, 0.3], [-0.2, -0.1, -0.4], [0.0, 0.0, 0.2], [-0.5, 0.3, -0.8], [0.5, 0.1, -0.2], [0.1, -0.4, -0.4], [-0.6, 0.2, 1.1], [-0.1, -0.4, 1.4], [-0.5, -0.6, -2.0], [-0.7, 0.4, 0.7], [0.3, -0.1, -0.1], [-1.3, -0.2, -0.7], [0.3, 0.3, 0.0], [0.0, 0.2, 0.2], [-0.1, 0.0, 0.0], [0.4, -0.1, 0.0], [-0.4, 0.3, 0.3], [0.4, -0.1, 0.2], [0.3, 0.1, -0.3], [-0.4, 0.1, -0.6], [0.6, -0.8, 0.4], [0.0, -0.2, -0.2], [0.7, 0.4, 0.2], [0.2, 0.2, -0.7], [-0.1, 0.0, 0.4], [0.2, -0.2, -0.2], [0.1, -0.2, 0.3], [-0.3, -0.4, 0.2], [0.0, 0.0, 0.0], [0.3, 0.2, -0.3], [0.4, 0.5, -0.1], [0.9, 0.0, -0.1], [0.0, 0.1, 1.4], [-0.2, 0.6, -0.5], [-0.4, -1.0, 0.1], [-0.2, 0.3, 0.2], [0.7, 0.0, -1.9], [-0.8, 2.3, 0.9], [0.3, -0.4, -0.1], [1.7, 0.4, -0.6], [-1.0, 0.7, 1.9], [0.2, -1.4, -0.7], [-0.2, 1.4, -0.3], [-0.5, 0.3, 0.2], [0.1, -0.3, 0.5], [0.2, -0.1, -0.1], [0.3, 0.2, -0.1], [-0.1, 0.2, 0.5], [-0.2, 0.0, 0.0], [-0.6, -0.2, 0.1], [0.3, -0.4, 0.0], [-0.3, -0.1, -0.4], [0.3, -0.2, -0.3], [0.0, 0.2, 0.3], [-0.2, -0.5, -0.4], [0.2, -0.1, 0.2], [-0.2, 0.0, -0.4], [0.2, -0.4, 0.4], [0.4, -0.4, -0.3], [-0.3, 0.0, 0.1], [0.2, -0.8, -0.2], [0.7, -0.2, 0.0], [-0.4, -0.1, 0.5], [0.5, -0.4, 0.0], [-1.5, -0.8, -0.2], [1.0, 1.2, 0.4], [-0.2, -1.0, -0.6], [-0.4, -1.6, 0.0], [-0.5, 1.9, -0.5], [-0.4, -1.2, 0.7], [1.5, 0.4, -0.3], [-0.2, 0.4, -0.7], [-0.2, -1.5, -1.4], [0.0, -0.1, 0.3], [0.1, -0.2, -0.1], [0.1, 0.0, 0.0], [-0.2, 0.4, 0.5], [0.1, -0.1, -0.2], [0.2, -0.3, -0.1], [-0.3, 0.2, 0.2], [-0.2, 0.2, -0.2], [-0.2, 0.5, 0.4], [-0.1, 0.3, -0.2], [0.4, 0.3, 0.7], [0.2, 0.0, -0.4], [0.0, 0.1, 0.3], [-0.1, 0.6, 0.0], [0.2, 0.2, 0.5], [0.1, 0.1, 0.0], [-0.1, -0.4, -0.1], [-0.1, 0.5, 0.4], [0.4, 0.1, 0.1], [0.0, 0.2, 0.5], [-0.1, 0.5, 0.2], [0.5, -0.1, -0.6], [0.1, 0.2, 0.6], [-0.9, 0.9, 0.1], [1.0, -0.4, -1.7], [-2.2, -0.4, 1.7], [-0.3, 0.4, 0.6], [2.2, -0.9, 0.3], [-0.7, 0.5, -0.7], [-1.0, 0.2, -0.3], [0.0, -0.5, -0.3], [-0.2, 0.3, 0.3], [0.3, 0.6, -0.1], [-0.2, 0.0, 0.2], [0.2, 0.1, 0.3], [0.0, 0.7, 0.1], [0.4, 0.4, 0.3], [-0.2, 0.2, 0.1], [0.1, -0.7, 0.4], [0.3, -0.7, -0.5], [0.1, -0.1, -0.2], [0.2, -0.1, -0.5], [-0.1, 0.0, 0.2], [-0.4, -0.7, -0.4], [0.1, 0.4, 0.3], [0.1, -0.6, -0.4], [0.4, 0.1, 0.4], [-0.1, 0.2, 0.0], [0.0, -0.2, -0.2], [0.4, -0.2, -0.2], [0.2, 1.8, -0.6], [0.5, -5.3, 0.2], [1.3, 3.1, -2.1], [-1.2, -2.3, 2.1], [-0.7, 2.4, 0.1], [0.4, 0.8, -0.1], [-0.1, 2.7, -0.7], [-1.7, -0.4, -0.5], [1.4, -2.3, 1.4], [-0.4, -0.8, 0.1], [-1.1, 0.9, 0.9], [4.5, -5.0, -3.3], [-0.6, 3.8, 0.3], [-0.9, -1.2, 1.0], [-1.9, 2.1, 1.5], [0.6, -0.3, -0.3], [-2.6, -0.1, 0.7], [-0.5, -1.6, 1.4], [2.6, 2.2, -2.5], [0.1, -0.1, 0.6], [-0.3, 0.9, -0.3], [-0.1, 1.0, 1.4], [0.9, -5.1, 1.8], [-1.3, 4.8, -2.1], [0.4, -1.8, -0.4]], "de_lowest_kcal_mol": 0.00, "max_force_ev_per_a": 7.48, "total_charge": 4, "e_lumo_ev": -6.687, "orbital_gap_ev": 6.73, "e_tot_ev": -114676.89053}